Below is a structure of composition C15H19GaN5O3Te, with properties calculated with ωB97M-V/def2-TZVPD.

As for the LUMO energy: -2.955 eV. As for the spin multiplicity: 1. The value obtained for the energy is -89121.1441 eV. As for the largest force on an atom: 0.54 eV/A. Its charge is +1.

```
44
Properties=species:S:1:pos:R:3:forces:R:3:mulliken_charge:R:1
Ga -1.37700 0.34354 -0.79547 0.082 0.139 0.167 0.625
C 3.03877 1.63833 -0.87293 -0.101 0.048 0.114 -0.627
O 2.14536 2.11196 0.18201 0.197 -0.054 -0.137 -0.414
C 0.94098 1.63033 0.19235 0.022 0.015 0.051 0.936
O 0.53757 0.77610 -0.62375 0.018 0.130 0.118 -0.479
N 0.17548 2.13245 1.17688 -0.058 -0.087 -0.106 -0.146
N -1.13247 1.66244 1.28710 0.023 -0.055 -0.120 -0.565
H 3.97968 2.13731 -0.68168 0.014 0.023 0.020 0.252
H 2.63332 1.92326 -1.83828 -0.008 -0.005 -0.035 0.293
H 3.14443 0.56078 -0.79983 0.004 -0.024 -0.006 0.307
H 0.55605 2.80821 1.82260 0.042 -0.011 -0.002 0.259
H -1.78751 2.43723 1.30285 -0.002 -0.001 0.008 0.310
H -1.24014 1.08961 2.11822 -0.046 0.009 -0.012 0.271
N -1.38920 -3.05442 1.52585 -0.005 -0.043 0.088 -0.384
C -1.29390 -2.33214 0.41478 -0.006 -0.043 -0.077 1.013
O -1.45325 -1.05212 0.52150 -0.121 0.024 0.156 -0.575
C -1.01905 -2.96705 -0.82452 -0.010 0.063 -0.163 0.173
C -0.82714 -4.36559 -0.93870 -0.013 0.066 0.075 -0.265
N -0.68305 -5.50764 -0.90496 -0.016 0.095 -0.033 -0.424
C -0.98702 -2.01189 -1.83285 0.031 -0.336 0.316 0.296
N -1.04089 -0.96647 -2.33359 0.156 0.082 -0.512 -0.251
H -1.62144 -2.60434 2.39353 -0.003 -0.009 0.000 0.236
H -1.28447 -4.05636 1.49713 -0.011 0.002 0.009 0.200
C -3.70184 -1.03719 -7.27731 0.009 0.019 0.048 -1.514
C -3.47719 -0.31095 -5.97765 -0.030 -0.054 -0.081 0.360
C -4.09062 -0.73196 -4.80698 -0.023 -0.008 0.028 -0.832
C -3.92383 -0.05532 -3.60110 -0.035 -0.066 -0.050 1.186
C -4.61062 -0.59935 -2.37514 0.026 0.023 -0.041 -1.629
C -3.10232 1.07592 -3.59353 0.029 -0.003 -0.068 -0.206
Te -2.79040 2.13470 -1.79497 -0.138 0.023 0.229 0.079
C -2.45948 1.52820 -4.75360 -0.027 -0.060 -0.050 1.250
C -1.55487 2.73368 -4.78225 -0.043 -0.029 -0.004 -1.691
C -2.66830 0.81731 -5.92975 0.042 0.054 0.002 -0.834
H -4.06895 -2.04871 -7.10848 -0.005 0.017 0.004 0.371
H -2.78222 -1.09941 -7.85946 -0.006 0.014 0.016 0.380
H -4.43997 -0.51063 -7.88642 0.012 -0.011 0.019 0.316
H -4.72517 -1.61221 -4.82839 0.025 0.033 0.002 0.319
H -5.32150 -1.37596 -2.65222 -0.001 0.015 -0.013 0.440
H -5.14158 0.17412 -1.82169 -0.011 0.032 -0.011 0.374
H -3.89646 -1.05398 -1.67933 0.033 0.017 -0.008 0.171
H -0.68587 2.59561 -4.13592 -0.008 -0.020 0.012 0.289
H -2.06857 3.63429 -4.44251 -0.009 0.000 0.004 0.382
H -1.19838 2.91651 -5.79478 -0.015 -0.019 0.015 0.397
H -2.18129 1.15647 -6.83828 -0.011 -0.006 0.029 0.350
```
Positions in Å, forces in eV/Å.